[1]
# C41H39Br2F5N3O8TaTe

A structure of composition C41H39Br2F5N3O8TaTe (ωB97M-V with the def2-TZVPD basis set, OMol25).

```
100
Properties=species:S:1:pos:R:3:lowdin_charge:R:1
Ta 0.4815 0.4870 -0.7093 1.769
O -0.3169 -2.4268 2.0433 0.055
C -1.0350 -3.3215 1.3157 -0.252
C -1.9366 -4.1115 2.0187 0.002
C -2.6781 -5.0800 1.3669 -0.074
C -2.5377 -5.2724 -0.0016 -0.099
C -1.6583 -4.4648 -0.7025 -0.048
C -0.9029 -3.4861 -0.0654 -0.109
C 0.0550 -2.6748 -0.9000 -0.318
O 0.0170 -1.3256 -0.5658 -0.323
N 1.4649 -3.1009 -0.7678 0.048
N 2.1206 -2.4341 0.1699 -0.064
C 3.2590 -2.7130 0.6517 -0.187
C 3.8403 -1.7341 1.5772 -0.588
Br 2.6297 -0.3292 2.0322 0.896
C 5.0902 -1.7948 2.0312 -0.095
C 5.8395 -0.8718 2.8986 -0.241
C 6.6857 -1.4124 3.8674 -0.042
C 7.4276 -0.5903 4.6991 -0.083
C 7.3513 0.7882 4.5589 -0.087
C 6.5346 1.3354 3.5800 -0.075
C 5.7833 0.5136 2.7542 -0.066
H 0.3148 -1.9569 1.4815 0.026
H -2.0320 -3.9481 3.0814 0.104
H -3.3701 -5.6902 1.9341 0.103
H -3.1184 -6.0252 -0.5172 0.102
H -1.5688 -4.5689 -1.7783 0.121
H -0.2264 -2.7854 -1.9492 0.147
H 1.6635 -4.0816 -0.9297 0.154
H 3.8550 -3.5874 0.3865 0.131
H 5.6317 -2.6885 1.7276 0.122
H 6.7519 -2.4888 3.9731 0.113
H 8.0699 -1.0259 5.4533 0.103
H 7.9350 1.4332 5.2026 0.102
H 6.4850 2.4088 3.4521 0.105
H 5.1652 0.9520 1.9833 0.085
C -4.3990 -0.1322 -2.8365 0.013
C -3.8129 -1.1661 -1.8788 -0.520
C -4.5439 -2.4998 -1.9702 0.013
O -2.4532 -1.4118 -2.1687 -0.006
C -4.0146 -0.6423 -0.4505 -0.356
O -5.0443 -0.2906 0.0311 0.166
O -2.8099 -0.6534 0.2289 0.084
H -4.2992 -0.5163 -3.8517 0.099
H -3.8660 0.8154 -2.7581 0.078
H -5.4505 0.0449 -2.6164 0.097
H -4.4012 -2.9015 -2.9732 0.098
H -5.6070 -2.3613 -1.7827 0.097
H -4.1378 -3.2099 -1.2471 0.079
H -1.9868 -0.5594 -2.1514 0.050
C -5.7501 -3.9359 3.9971 -0.049
C -4.7954 -2.8012 4.2594 -0.230
C -3.6738 -3.0193 5.0520 -0.075
C -2.7589 -2.0045 5.2839 -0.078
C -2.9783 -0.7439 4.7608 -0.015
C -4.1133 -0.5093 3.9910 -0.202
N -4.4338 0.7923 3.5430 0.100
C -3.5539 1.8556 3.4817 -0.189
C -3.8903 3.0574 4.1151 -0.002
C -3.0268 4.1323 4.1193 -0.056
C -1.7763 4.0381 3.5098 -0.062
C -1.4491 2.8806 2.8406 -0.001
C -2.3418 1.7998 2.7789 -0.058
C -2.0262 0.7949 1.7536 -0.349
O -3.0339 -0.0435 1.4856 0.097
O -0.9861 0.8048 1.1179 -0.054
C -5.0173 -1.5357 3.7068 -0.161
C -6.2096 -1.2438 2.8359 -0.027
H -5.4314 -4.8329 4.5263 0.074
H -5.8012 -4.1750 2.9326 0.078
H -6.7634 -3.6939 4.3232 0.085
H -3.5106 -4.0019 5.4792 0.109
H -1.8797 -2.1891 5.8877 0.107
H -2.2906 0.0626 4.9783 0.117
H -5.3953 1.0536 3.6908 0.143
H -4.8369 3.1164 4.6384 0.118
H -3.3183 5.0453 4.6222 0.111
H -1.0860 4.8692 3.5318 0.109
H -0.5072 2.7977 2.3139 0.115
H -5.9380 -0.5604 2.0262 0.058
H -7.0254 -0.7885 3.4080 0.092
H -6.6069 -2.1500 2.3852 0.074
Br 5.2040 -0.6915 -5.4881 0.733
C 3.8956 -0.3588 -4.1590 -0.690
C 4.2673 -0.3740 -2.8253 -0.127
C 3.3008 -0.1369 -1.8598 -0.119
C 1.9681 0.1180 -2.2011 -0.290
C 1.6400 0.1492 -3.5622 -0.105
C 2.5908 -0.0956 -4.5412 -0.123
H 5.2950 -0.5636 -2.5469 0.101
H 3.6103 -0.1491 -0.8196 0.068
H 0.6281 0.3843 -3.8701 0.099
H 2.3252 -0.0689 -5.5890 0.102
F -1.5421 3.1762 -3.2127 -0.402
Te -1.2092 3.1626 -1.3933 1.947
F -3.0393 2.5981 -1.2088 -0.490
F -1.7813 4.9952 -1.4500 -0.521
F 1.2386 1.8486 0.3760 -0.471
F 0.6978 2.8651 -2.0454 -0.565
O -0.9416 0.9942 -1.6946 -0.656
```

total charge	0
ΔE to the lowest compared entry with this formula, charge and spin	108.2	kcal per mole
highest occupied orbital energy	-8.2	eV
2S+1	1
E	-226520.0704	eV


[2]
# C41H39MgN11O2Se

A structure of composition C41H39MgN11O2Se (ωB97M-V with the def2-TZVPD basis set, OMol25).

```
95
Properties=species:S:1:pos:R:3:lowdin_charge:R:1
Mg 1.1220 -0.5802 -0.1466 0.661
C 1.5952 2.9009 -3.2978 -0.029
O 2.4456 3.0248 -2.1215 0.059
C 2.0066 2.1034 -1.2775 -0.322
N 1.0845 1.3068 -1.6276 0.125
C 0.7216 1.6617 -3.0058 -0.221
C -0.7605 1.8926 -3.1794 -0.179
C -1.2242 2.4422 -4.3719 -0.033
C -2.5799 2.6388 -4.5775 -0.061
C -3.4923 2.2842 -3.5934 -0.071
C -3.0356 1.7435 -2.4005 -0.082
C -1.6750 1.5524 -2.1927 -0.082
C 2.5402 2.0955 0.0993 -0.163
C 3.3719 3.0669 0.6248 0.056
C 3.6124 3.0417 1.9921 0.015
C 2.9708 2.1010 2.7818 0.055
C 2.1666 1.1645 2.1518 -0.184
N 2.0035 1.1257 0.8339 0.101
C 1.3382 0.1677 2.8616 -0.373
N 0.7018 -0.7454 2.2514 0.128
C 0.0821 -1.5583 3.3130 -0.235
C 0.1537 -0.6256 4.5273 -0.030
O 1.2466 0.2729 4.1843 0.047
C -1.2847 -2.1109 3.0217 -0.189
C -1.7284 -3.2035 3.7632 -0.032
C -2.9851 -3.7423 3.5422 -0.067
C -3.8113 -3.1955 2.5691 -0.073
C -3.3767 -2.1023 1.8347 -0.087
C -2.1196 -1.5568 2.0613 -0.075
H 2.2470 2.8002 -4.1621 0.137
H 1.0120 3.8193 -3.3714 0.138
H 1.0226 0.8244 -3.6464 0.141
H -0.5294 2.7146 -5.1565 0.122
H -2.9257 3.0668 -5.5070 0.112
H -4.5495 2.4366 -3.7542 0.109
H -3.7358 1.4809 -1.6182 0.106
H -1.3346 1.1872 -1.2301 0.040
H 3.7890 3.8298 -0.0151 0.135
H 4.2587 3.7805 2.4441 0.130
H 3.0651 2.0972 3.8570 0.136
H 0.7633 -2.4089 3.4657 0.151
H 0.3982 -1.1170 5.4647 0.142
H -0.7424 -0.0104 4.6272 0.138
H -1.0856 -3.6408 4.5173 0.120
H -3.3200 -4.5857 4.1278 0.110
H -4.7933 -3.6115 2.3963 0.109
H -4.0242 -1.6591 1.0904 0.106
H -1.8072 -0.6657 1.5288 0.043
N -1.2310 -3.9011 -0.8534 0.152
C -2.1336 -3.1287 -1.5456 -0.038
C -1.6791 -1.8522 -1.4525 -0.090
N -0.5240 -1.8271 -0.7099 0.067
C -0.2799 -3.0799 -0.3736 -0.265
C 0.9101 -3.4453 0.3839 -0.267
N 1.8776 -2.5767 0.5840 0.058
C 2.8160 -3.2282 1.3407 -0.091
C 2.4008 -4.4985 1.5947 -0.043
N 1.1801 -4.6264 0.9781 0.143
H -1.2837 -4.9018 -0.7422 0.172
H -2.9949 -3.5503 -2.0270 0.128
H -2.1144 -0.9529 -1.8512 0.098
H 3.7280 -2.7542 1.6521 0.117
H 2.8536 -5.3064 2.1372 0.127
H 0.5923 -5.4444 1.0150 0.170
N 2.7755 -2.0810 -3.9481 0.149
C 1.7854 -1.7394 -3.0967 -0.151
N 2.2243 -1.2968 -1.9476 0.054
C 3.6105 -1.3468 -2.0455 -0.224
C 4.5843 -0.9871 -1.1147 -0.021
C 5.9019 -1.1414 -1.4827 -0.063
C 6.2537 -1.6415 -2.7512 -0.061
C 5.3012 -1.9977 -3.6796 0.005
C 3.9724 -1.8377 -3.2965 -0.181
H 2.6521 -2.4567 -4.8752 0.172
H 0.7460 -1.8363 -3.3626 0.137
H 4.3221 -0.5984 -0.1384 0.102
H 6.6853 -0.8769 -0.7896 0.110
H 7.2983 -1.7453 -3.0014 0.113
H 5.5786 -2.3770 -4.6521 0.120
C -4.0834 1.2481 2.9470 -0.016
N -3.9908 2.4189 2.0939 -0.119
C -5.0323 3.2808 1.8305 -0.031
C -4.5380 4.2776 1.0686 -0.029
N -3.2007 4.0147 0.8766 -0.124
C -2.2721 4.8798 0.1708 -0.027
C -2.8639 2.8752 1.5123 -0.690
Se -1.1685 2.1182 1.5503 0.707
H -4.4746 1.5387 3.9203 0.106
H -3.0815 0.8409 3.0512 0.028
H -4.7346 0.5021 2.4922 0.094
H -6.0209 3.1053 2.2056 0.130
H -5.0093 5.1448 0.6501 0.129
H -2.7592 5.8392 0.0181 0.098
H -2.0023 4.4404 -0.7898 0.086
H -1.3755 5.0046 0.7744 0.074
```

total charge	+2
ΔE to the lowest compared entry with this formula, charge and spin	12.8	kcal per mole
highest occupied orbital energy	-11.6	eV
2S+1	1
E	-134421.5994	eV


Q: Look up the E of the second one.
A: -134421.5994 eV